[1]
A molecular structure, C25H18BrN8O4Sr in a non-equilibrium geometry. Source: the OMol25 dataset; level of theory: ωB97M-V with the def2-TZVPD basis set.

Geometry as ORCA input:
```
! wB97M-V def2-TZVPD RIJCOSX def2/J DEFGRID3
* xyz 1 1
Sr 0.52853 0.24460 -0.37066
O -1.96595 -3.55110 -2.25387
C -1.25897 -2.62327 -1.61287
O -0.80883 -1.63275 -2.14724
C -1.05680 -2.93557 -0.15325
C -1.38721 -4.12096 0.47049
C -1.04244 -4.24390 1.81727
C -0.39120 -3.21136 2.46911
C -0.13952 -2.03687 1.76458
N -0.47882 -1.92697 0.48762
C 0.60871 -0.81914 2.34551
O 1.54583 -1.04100 3.09039
O 0.18795 0.29816 1.86877
H -2.04248 -3.26627 -3.18193
H -1.88304 -4.91682 -0.06587
H -1.27596 -5.15937 2.34510
H -0.08211 -3.29968 3.50143
N 3.93812 -3.00365 0.14625
C 2.82665 -2.68543 -0.50517
N 2.59676 -1.38455 -0.40872
C 3.65339 -0.96754 0.36155
N 4.48779 -1.90913 0.71828
C 3.85355 0.43826 0.78034
C 4.99974 0.82594 1.46689
N 5.18481 2.07528 1.86768
C 4.21166 2.93670 1.58331
C 3.07734 2.55905 0.88591
N 2.89637 1.30723 0.46852
H 4.36960 -3.90826 0.24549
H 2.23169 -3.41327 -1.03465
H 5.76419 0.09355 1.69221
H 4.33231 3.96039 1.91550
H 2.29877 3.27958 0.66558
Br -7.06926 -0.82119 1.13358
C -5.45040 -0.03919 0.58141
C -4.29669 -0.26905 1.32219
C -3.10024 0.28878 0.90144
C -3.08082 1.08731 -0.23576
C -4.22855 1.32275 -0.97082
C -5.42583 0.74865 -0.55491
N -1.80760 1.61968 -0.63908
C -1.71098 2.86507 -0.83612
C -0.44489 3.48004 -1.35228
C -0.41563 4.84220 -1.58640
C 0.72838 5.39842 -2.14682
C 1.79001 4.57196 -2.45310
C 1.67571 3.21621 -2.16805
N 0.59098 2.67112 -1.62568
H -4.33325 -0.87166 2.21917
H -2.19014 0.13864 1.46998
H -4.19274 1.91968 -1.87311
H -6.33128 0.91387 -1.12204
H -2.53395 3.55978 -0.65409
H -1.27274 5.45602 -1.34363
H 0.78224 6.46021 -2.34754
H 2.69751 4.95120 -2.90073
H 2.49646 2.53865 -2.37577
*
```

Results
Orbital gap, eV: 7.87
E_LUMO, eV: -3.23
M, g/mol: 662.0
HOMO, eV: -11.10
Calculated total energy, eV: -117205.8637

=====

[2]
A molecular structure, C3H4Br2O in a non-equilibrium geometry. Source: the OMol25 dataset; level of theory: ωB97M-V with the def2-TZVPD basis set.

Geometry as ORCA input:
```
! wB97M-V def2-TZVPD RIJCOSX def2/J DEFGRID3
* xyz 0 1
C -0.64062 0.05909 0.60615
C -0.00514 0.19841 -0.81919
C -1.92193 0.00080 -0.21603
O -1.28847 -0.13406 -1.43319
Br -3.03660 -1.60755 0.05544
Br -2.99477 1.56375 0.05444
H -0.63582 -0.83480 1.21385
H -0.58290 0.98249 1.13259
H 0.16385 1.33569 -0.97926
H 0.92160 -0.22705 -1.25242
*
```

Results
ΔE to the lowest compared entry with this formula, charge and spin, eV: 0.593
Orbital gap, eV: 10.75
E_LUMO, eV: 0.61
M, g/mol: 215.9
HOMO, eV: -10.14
Calculated total energy, eV: -145306.6901

=====

[3]
A molecular structure, C25H30N7O2STc in a non-equilibrium geometry. Source: the OMol25 dataset; level of theory: ωB97M-V with the def2-TZVPD basis set.

Geometry as ORCA input:
```
! wB97M-V def2-TZVPD RIJCOSX def2/J DEFGRID3
* xyz 1 2
Tc 0.20158 -0.22763 0.24067
C -4.64244 -6.32483 1.12133
C -3.65831 -5.21719 1.30143
C -3.96993 -4.07663 2.03794
C -3.01740 -3.09775 2.26211
C -1.74690 -3.26475 1.74362
C -1.42285 -4.37015 0.97737
C -2.38206 -5.33887 0.75768
S -0.51918 -2.01915 2.01777
O 0.48635 -2.16772 0.93424
O 0.05301 -2.04129 3.32736
N -1.24594 -0.62233 1.66358
C -1.00075 0.53846 2.34942
C -1.02817 0.75823 3.72203
C -0.63370 2.00577 4.17599
C -0.23882 2.98743 3.27199
C -0.22247 2.68527 1.92495
N -0.58420 1.48522 1.48793
H -5.65366 -6.00711 1.35783
H -4.37754 -7.14736 1.78742
H -4.61381 -6.70314 0.10171
H -4.96044 -3.96028 2.44984
H -3.25405 -2.21821 2.84243
H -0.42626 -4.45933 0.57492
H -2.13723 -6.20999 0.17063
H -1.30207 -0.03682 4.39706
H -0.60508 2.20905 5.23654
H 0.07413 3.95785 3.61573
H 0.09254 3.38888 1.16974
C 6.47716 1.03865 1.95735
C 6.41802 -0.37378 1.38665
C 6.30306 -0.37656 -0.13567
C 5.23538 -1.14575 2.00702
N 3.99673 -0.60229 1.53696
C 3.20969 -0.96840 0.50492
N 2.24138 -0.06150 0.41001
N 2.48921 0.84707 1.37180
N 3.51124 0.52173 2.03110
H 7.27500 1.60528 1.48955
H 6.66747 1.00655 3.02639
H 5.54173 1.57034 1.79848
H 7.32911 -0.90797 1.67053
H 5.44668 0.20552 -0.47125
H 6.19814 -1.39209 -0.51161
H 7.19329 0.05632 -0.58008
H 5.25214 -1.03790 3.09438
H 5.27769 -2.20006 1.73484
H 3.34556 -1.81943 -0.12626
C 2.42512 1.94116 -2.45212
C 1.05597 2.13998 -3.01880
C 0.79250 2.87919 -4.15155
C -0.50577 2.99734 -4.63681
C -1.56393 2.37210 -3.98473
C -1.35592 1.61550 -2.85233
C -2.44234 0.87456 -2.14367
C -0.02857 1.50949 -2.33604
N 0.18792 0.84355 -1.22921
H 3.17295 2.46591 -3.03893
H 2.65766 0.87574 -2.43882
H 2.45281 2.28697 -1.41776
H 1.60099 3.37181 -4.67442
H -0.69332 3.56169 -5.53800
H -2.56418 2.46902 -4.37838
H -3.31413 0.74948 -2.77921
H -2.73540 1.40184 -1.23650
H -2.06822 -0.10438 -1.83685
*
```

Results
ΔE to the lowest compared entry with this formula, charge and spin, eV: 1.528
Orbital gap (alpha / beta), eV: 5.88 / 6.95
E_LUMO (alpha / beta), eV: -3.61 / -3.36
M, g/mol: 590.6
HOMO (alpha / beta), eV: -9.49 / -10.31
Calculated total energy, eV: -53962.7031

=====

[4]
2 unconnected molecules or ions with the total composition C13H22BBrClFN2O in a non-equilibrium geometry. Source: the OMol25 dataset; level of theory: ωB97M-V with the def2-TZVPD basis set.

Geometry as ORCA input:
```
! wB97M-V def2-TZVPD RIJCOSX def2/J DEFGRID3
* xyz 0 1
C -3.57881 1.69587 -2.83617
C -2.07199 1.57020 -2.78911
F -1.57610 2.47205 -1.85493
C -1.58308 0.15297 -2.45977
N -0.28731 0.19448 -1.78345
C 0.78060 0.25923 -2.59784
C 2.06644 0.32513 -2.06861
C 2.21773 0.27229 -0.70427
C 1.10586 0.18660 0.16048
B 1.40202 0.16448 1.71141
O 0.53278 0.66262 2.67757
N 2.71383 -0.34140 2.14001
C 2.67803 -0.91740 3.48880
C 3.65986 0.80000 2.16901
C -0.15475 0.13392 -0.42661
C -1.38938 -0.03472 0.39750
C -1.67436 -1.56091 0.58274
C -1.79705 -2.01033 2.01200
Cl -3.12108 -1.19107 2.88779
H -3.82533 2.70680 -2.52129
H -4.08505 1.02237 -2.15120
H -3.96833 1.59091 -3.84183
H -1.64861 1.85920 -3.74900
H -2.30323 -0.41452 -1.88957
H -1.42456 -0.37558 -3.39460
H 0.62460 0.34514 -3.65367
H 2.89938 0.39240 -2.74491
H 3.21938 0.28372 -0.30950
H -0.10865 0.04405 3.03308
H 2.02798 -1.78774 3.52849
H 3.67538 -1.28393 3.72847
H 2.39761 -0.20067 4.26160
H 3.45508 1.50242 1.36390
H 4.68454 0.45321 2.04415
H 3.59314 1.36037 3.10322
H -2.24798 0.38779 -0.10837
H -1.29345 0.49332 1.33309
H -2.55565 -1.82979 0.00774
H -0.84785 -2.12880 0.15666
H -2.01300 -3.07265 2.03594
H -0.88100 -1.87623 2.57775
Br 0.70240 -2.30578 -3.51669
*
```

Results
Orbital gap, eV: 7.22
E_LUMO, eV: -0.28
M, g/mol: 367.5
HOMO, eV: -7.50
Calculated total energy, eV: -104825.8050

=====

[5]
A molecular structure, C3H4N2O. Source: the OMol25 dataset; level of theory: ωB97M-V with the def2-TZVPD basis set.

Geometry as ORCA input:
```
! wB97M-V def2-TZVPD RIJCOSX def2/J DEFGRID3
* xyz 0 1
O 1.51695 0.27451 -1.31016
C 0.66734 0.58632 -0.31102
C 0.77557 0.06471 1.00189
C -0.39776 -0.49301 1.37502
N -1.43961 -0.51610 0.40973
N -1.02467 -0.10323 -0.68838
H 1.97795 -0.53589 -1.05036
H 0.35639 1.63229 -0.37623
H -0.66903 -0.91996 2.33351
H -1.76312 0.01036 -1.38400
*
```

Results
ΔE to the lowest compared entry with this formula, charge and spin, eV: 4.775
Orbital gap, eV: 8.42
E_LUMO, eV: -0.37
M, g/mol: 84.1
HOMO, eV: -8.79
Calculated total energy, eV: -8199.1105

=====

[6]
A single C4H8N2O molecule in a non-equilibrium geometry. Source: the OMol25 dataset; level of theory: ωB97M-V with the def2-TZVPD basis set.

Geometry as ORCA input:
```
! wB97M-V def2-TZVPD RIJCOSX def2/J DEFGRID3
* xyz 0 1
C -2.41662 -0.82738 0.00261
C 1.53185 1.41255 0.20935
N -0.01203 -0.66946 0.47096
C -1.09647 -0.11498 -0.07671
C 1.24445 0.00799 -0.21374
N 2.03953 -0.83149 -0.70067
O -0.86549 0.87478 -0.78659
H -0.02108 -1.61531 0.82802
H 3.01952 -0.57350 -0.65496
H -3.21980 -0.10450 -0.12738
H -2.54438 -1.31879 0.96516
H -2.47605 -1.57256 -0.78954
H 1.45906 2.05806 -0.66617
H 2.54397 1.48754 0.60588
H 0.81351 1.78705 0.93380
*
```

Results
ΔE to the lowest compared entry with this formula, charge and spin, eV: 1.668
Orbital gap, eV: 10.62
E_LUMO, eV: 0.85
M, g/mol: 100.1
HOMO, eV: -9.78
Calculated total energy, eV: -9304.7248

=====

[7]
A molecular structure, C24H34N2O12Sr in a non-equilibrium geometry. Source: the OMol25 dataset; level of theory: ωB97M-V with the def2-TZVPD basis set.

Geometry as ORCA input:
```
! wB97M-V def2-TZVPD RIJCOSX def2/J DEFGRID3
* xyz -2 1
Sr -0.12395 -0.27593 -0.33793
C 1.25473 -1.66163 4.13370
C 0.76827 -1.04623 2.91168
C -0.21972 0.15091 2.99849
O -0.59638 0.62515 1.89591
C -0.66343 0.62620 4.28948
C -0.19040 -0.01995 5.42541
C 0.77066 -1.20120 5.29117
O 1.28999 -1.87500 6.26872
O -0.47930 0.49648 6.59110
O 1.08990 -1.43731 1.80438
H 2.00559 -2.43757 4.15610
H -1.36806 1.44467 4.28802
C -6.37206 0.53194 -1.71625
C -6.88617 0.84394 -0.41990
C -5.86942 0.87200 0.85049
O -6.30913 1.07575 1.97340
C -4.46406 0.58117 0.50099
C -4.06291 0.23525 -0.71084
C -5.06896 0.19292 -1.87024
O -4.78644 -0.14495 -3.04604
O -2.77226 0.15297 -0.82660
O -8.03641 1.01454 -0.15318
H -7.06943 0.62772 -2.53533
H -3.73197 0.63045 1.29346
C 6.54473 0.34788 0.39554
O 5.24557 0.73382 -0.00134
C 4.40762 1.22541 1.05093
C 2.94162 0.74963 0.90195
N 2.50190 0.63174 -0.55908
C 2.45020 1.97190 -1.22277
C 1.31259 2.83293 -0.69129
O -0.03349 2.37375 -0.61881
C -0.95162 3.43145 -0.27079
H 7.17136 0.52143 -0.47928
H 6.66767 -0.71270 0.61498
H 7.10315 0.93833 1.12194
H 4.53415 2.30777 1.07494
H 4.64569 0.75724 2.00605
H 2.19542 1.25137 1.51803
H 2.94799 -0.32044 1.10938
H 3.38062 0.28211 -0.91364
H 2.43866 1.89762 -2.31017
H 3.47839 2.29216 -1.05432
H 1.53072 3.68782 -1.33138
H 1.60241 3.11217 0.32169
H -0.58329 4.45451 -0.34685
H -1.14117 3.14060 0.76245
H -1.91807 3.21878 -0.72779
C -1.97298 -2.50152 1.36863
O -1.43926 -2.26241 0.00827
C -1.22621 -3.44173 -0.64713
C -0.28943 -3.16645 -1.86277
N 0.86089 -2.29970 -1.58430
C 1.45747 -1.84700 -2.86665
C 0.61281 -0.77878 -3.68068
O 0.34348 0.26652 -2.81438
C -0.13920 1.39179 -3.55635
H -1.33736 -3.05284 2.06154
H -2.91847 -3.04117 1.42261
H -2.29371 -1.54939 1.79135
H -2.13745 -3.91238 -1.01624
H -0.79842 -4.28522 -0.10525
H -0.98183 -2.72865 -2.58180
H -0.02171 -4.17554 -2.17604
H 1.51098 -3.02425 -1.31502
H 1.77129 -2.63977 -3.54572
H 2.39334 -1.45796 -2.46555
H -0.33892 -1.23172 -3.95844
H 1.20644 -0.46489 -4.53928
H -0.86458 1.11219 -4.32039
H 0.68769 1.85293 -4.09646
H -0.66636 2.10840 -2.92653
*
```

Results
ΔE to the lowest compared entry with this formula, charge and spin, eV: 4.453
Orbital gap, eV: 3.78
E_LUMO, eV: 3.03
M, g/mol: 630.2
HOMO, eV: -0.75
Calculated total energy, eV: -53822.2352

=====

[8]
A single C3H2FNO molecule in a non-equilibrium geometry. Source: the OMol25 dataset; level of theory: ωB97M-V with the def2-TZVPD basis set.

Geometry as ORCA input:
```
! wB97M-V def2-TZVPD RIJCOSX def2/J DEFGRID3
* xyz 0 3
C -0.03514 1.12533 -0.05076
C 0.21428 -1.12681 -0.20905
C 1.94671 0.24012 0.15726
N -0.49116 -0.00601 -0.14303
O 1.57273 -0.98012 0.01010
F 3.25407 0.46052 -0.08346
H -0.26396 2.12995 -0.22801
H -0.13623 -1.99781 0.16102
*
```

Results
ΔE to the lowest compared entry with this formula, charge and spin, eV: 1.730
Orbital gap (alpha / beta), eV: 7.35 / 8.41
E_LUMO (alpha / beta), eV: 0.97 / -1.30
M, g/mol: 87.1
HOMO (alpha / beta), eV: -6.38 / -9.71
Calculated total energy, eV: -9391.4125

=====

Q: What is the formula in the sixth record?
A: C4H8N2O